*a*
An isolated molecule of C4H11N3. Source: OMol25; level of theory: the ωB97M-V functional and the def2-TZVPD basis.

Last column: natural (NBO) charge in e.
Positions of all 18 atoms, in Å:
C (1.76, -0.16, 0.24)  0.14
C (-0.32, 0.85, 0.47)  0.16
N (2.53, -0.60, 1.15)  -0.64
H (2.13, 0.38, -0.65)  0.16
H (-1.29, -1.28, -1.23)  0.21
C (0.10, -0.54, 0.28)  -0.26
H (0.28, -0.88, -1.88)  0.21
C (-0.23, -1.29, -1.00)  -0.63
H (-2.53, 0.04, 0.00)  0.35
H (-2.12, -0.08, 1.64)  0.35
H (3.52, -0.42, 0.93)  0.34
H (0.03, -1.14, 1.18)  0.24
H (-0.85, 1.37, -1.41)  0.37
N (-0.34, 1.74, -0.61)  -0.83
H (0.01, 1.32, 1.40)  0.21
H (0.07, -2.33, -0.91)  0.23
H (-0.79, 2.61, -0.35)  0.38
N (-1.97, 0.42, 0.76)  -0.99

## Properties
LUMO level: 0.996 eV
2S+1: 1
SMILES: [H]/N=C/[C@H](C)C(N)N
Frontier orbital gap: 9.131 eV


*b*
An isolated molecule of C4H11N3. Source: OMol25; level of theory: the ωB97M-V functional and the def2-TZVPD basis.

Last column: natural (NBO) charge in e.
Positions of all 18 atoms, in Å:
H (-0.41, -0.58, -2.73)  0.21
H (0.76, 2.26, 1.25)  0.37
H (-0.91, 1.46, 0.03)  0.18
N (0.19, -0.04, -0.81)  -0.47
C (-0.19, 0.70, 0.36)  0.15
H (-1.21, 0.85, -2.08)  0.20
H (0.89, 0.73, 1.94)  0.36
N (2.24, -1.07, -0.09)  -0.71
H (-1.87, -0.68, 0.93)  0.21
H (-1.68, -0.76, -1.51)  0.18
N (0.92, 1.29, 1.04)  -0.84
H (2.22, -0.48, 0.73)  0.34
C (-0.84, -0.14, -1.83)  -0.39
H (-0.35, -1.12, 1.71)  0.22
H (1.28, -1.48, -1.80)  0.15
C (-0.99, -0.29, 1.44)  -0.66
H (-1.32, 0.24, 2.32)  0.21
C (1.28, -0.89, -0.88)  0.29

## Properties
LUMO level: 0.829 eV
2S+1: 1
SMILES: [H]/N=C\N(C)[C@@H](C)N
Frontier orbital gap: 9.260 eV


The structure with the most favorable energy is *b*; the runner-up is 0.0464 hartree above it.


*a*
A cluster of 2 separate species, C4H11N3 in total. Source: OMol25; level of theory: the ωB97M-V functional and the def2-TZVPD basis.

Last column: natural (NBO) charge in e.
Positions of all 18 atoms, in Å:
C (2.03, 0.31, -0.60)  -0.66
N (0.25, -1.94, 0.32)  -0.82
H (-0.82, 1.53, -1.12)  0.38
H (2.28, 1.32, -0.92)  0.21
H (-2.31, 0.40, 1.19)  0.17
C (0.28, -0.68, 0.96)  -0.05
H (-1.87, -0.56, -1.50)  0.32
H (1.59, -0.23, -1.44)  0.19
H (-0.67, -2.36, 0.38)  0.38
H (1.31, 1.11, 1.31)  0.20
H (2.97, -0.20, -0.34)  0.23
N (-2.32, -0.57, -0.59)  -0.70
H (-0.04, -0.73, 1.99)  0.20
H (-1.30, 2.33, 0.40)  0.40
H (0.52, -1.90, -0.65)  0.36
C (-1.84, 0.31, 0.21)  0.29
N (-1.19, 1.51, -0.18)  -0.86
C (1.11, 0.34, 0.58)  -0.23

## Properties
LUMO level: 0.959 eV
2S+1: 1
SMILES: [H]/N=C\N.C/C=C\N
Frontier orbital gap: 8.480 eV


*b*
An isolated molecule of C4H11N3. Source: OMol25; level of theory: the ωB97M-V functional and the def2-TZVPD basis.

Last column: natural (NBO) charge in e.
Positions of all 18 atoms, in Å:
H (0.85, 1.20, -0.16)  0.18
C (-0.21, 0.94, -0.20)  -0.24
C (-0.80, 0.87, 1.18)  -0.41
H (-0.79, -1.16, 1.73)  0.17
H (0.21, -1.38, -3.81)  0.38
C (0.36, -0.42, -1.98)  0.35
H (-1.89, 0.81, 1.25)  0.20
H (-0.62, 1.77, 1.78)  0.20
H (-1.17, -0.64, -3.14)  0.39
H (1.69, -0.95, 2.51)  0.36
H (1.46, -0.37, -2.02)  0.12
H (1.40, -0.76, 0.88)  0.36
N (-0.16, -0.64, -3.23)  -0.79
N (-0.36, -0.33, -0.93)  -0.59
H (-0.31, 0.01, 3.07)  0.19
C (-0.20, -0.30, 2.03)  -0.22
N (1.24, -0.39, 1.81)  -0.85
H (-0.70, 1.74, -0.76)  0.19

## Properties
LUMO level: 1.095 eV
2S+1: 1
SMILES: N/C=N/CCCN
Frontier orbital gap: 9.466 eV


The structure with the most favorable energy is *b*; the runner-up is 0.0199 hartree above it.


*a*
A cluster of 2 separate species, C4H11N3 in total. Source: OMol25; level of theory: the ωB97M-V functional and the def2-TZVPD basis.

Last column: natural (NBO) charge in e.
Positions of all 18 atoms, in Å:
N (-0.06, -0.69, 1.07)  -0.34
N (-1.24, -0.10, 0.75)  -0.41
H (-0.43, 0.28, -2.49)  0.17
C (0.99, 0.39, -0.75)  -0.48
H (-1.07, -1.12, -1.59)  0.19
C (-0.91, -0.05, -1.58)  -0.52
H (0.67, 1.40, -0.55)  0.23
H (2.95, -1.25, 0.32)  0.39
H (-0.18, -1.61, 1.48)  0.36
H (-1.84, 0.50, -1.46)  0.19
H (1.83, -2.31, 0.98)  0.37
C (-1.33, 1.30, 1.10)  -0.44
H (-1.59, 1.41, 2.16)  0.18
H (-2.15, 1.73, 0.52)  0.20
H (-0.45, 1.93, 0.92)  0.15
H (1.77, 0.30, -1.50)  0.22
C (1.04, -0.55, 0.29)  0.33
N (1.99, -1.56, 0.32)  -0.81

## Properties
LUMO level (alpha / beta): 0.869 / 0.869 eV
2S+1: 1
Frontier orbital gap (alpha / beta): 7.829 / 7.830 eV


*b*
An isolated molecule of C4H11N3. Source: OMol25; level of theory: the ωB97M-V functional and the def2-TZVPD basis.

Last column: natural (NBO) charge in e.
Positions of all 18 atoms, in Å:
H (2.20, -0.42, -1.60)  0.22
C (-2.34, 1.17, -0.12)  -0.61
H (0.35, 1.30, -0.54)  0.44
C (-1.47, 0.15, -0.05)  0.35
H (2.49, 1.13, 0.63)  0.38
H (1.04, 1.50, 1.27)  0.38
N (-1.76, -1.04, 0.66)  -0.84
H (0.65, -0.83, 1.04)  0.20
N (1.49, 1.12, 0.44)  -0.87
H (-2.72, -1.08, 0.98)  0.38
H (1.49, -1.94, -1.10)  0.22
H (-1.49, -1.87, 0.15)  0.37
H (-3.35, 1.07, 0.24)  0.19
C (0.93, -0.28, 0.13)  0.10
N (-0.21, 0.18, -0.63)  -0.69
H (-2.07, 2.09, -0.60)  0.20
C (1.93, -1.02, -0.73)  -0.62
H (2.85, -1.24, -0.18)  0.20

## Properties
LUMO level: 0.977 eV
2S+1: 1
SMILES: C=C(N)N[C@@H](C)N
Frontier orbital gap: 8.364 eV


The structure with the most favorable energy is *b*; the runner-up is 0.1140 hartree above it.


*a*
A cluster of 2 separate species, C4H11N3 in total. Source: OMol25; level of theory: the ωB97M-V functional and the def2-TZVPD basis.

Last column: natural (NBO) charge in e.
Positions of all 18 atoms, in Å:
C (-1.71, -0.97, -1.60)  -0.63
N (0.96, -0.48, 1.66)  -0.66
C (2.31, 0.56, 0.04)  0.25
N (2.62, 1.48, 0.87)  -0.76
H (-0.95, 1.00, -1.09)  0.22
H (3.29, 2.15, 0.50)  0.35
H (2.69, 0.45, -0.98)  0.16
H (-1.91, -1.92, -1.10)  0.22
H (-0.08, -0.38, 1.72)  0.35
N (1.39, -0.40, 0.36)  -0.44
H (-1.68, 1.05, 1.21)  0.21
H (0.42, -0.54, -0.43)  0.39
C (-1.17, 0.04, -0.62)  -0.31
C (-1.69, 0.13, 0.65)  -0.37
H (-1.00, -1.13, -2.41)  0.21
H (-2.23, -0.71, 1.08)  0.20
H (-2.64, -0.62, -2.06)  0.23
H (1.39, 0.28, 2.20)  0.38

## Properties
LUMO level: 0.224 eV
2S+1: 1
SMILES: [H]/N=C/NN.C=CC
Frontier orbital gap: 7.831 eV


*b*
An isolated molecule of C4H11N3. Source: OMol25; level of theory: the ωB97M-V functional and the def2-TZVPD basis.

Last column: natural (NBO) charge in e.
Positions of all 18 atoms, in Å:
H (-2.32, 1.87, -0.40)  0.16
H (-0.06, -1.15, 1.27)  0.19
C (0.75, -0.88, 0.57)  -0.41
H (0.74, 1.13, 1.24)  0.16
H (-1.12, 0.85, 2.11)  0.40
H (1.69, -1.15, 1.06)  0.20
N (-0.53, 0.97, -0.45)  -0.49
C (0.53, -1.74, -0.65)  -0.22
H (-0.44, -1.53, -1.10)  0.20
H (2.43, -1.62, -1.35)  0.34
H (1.50, 0.92, -0.39)  0.22
N (-1.72, 1.43, 1.56)  -0.85
H (-2.34, 2.13, 1.92)  0.40
H (0.50, -2.81, -0.41)  0.16
H (1.40, -2.08, -2.49)  0.36
C (0.69, 0.62, 0.27)  -0.25
C (-1.51, 1.45, 0.19)  0.28
N (1.50, -1.45, -1.71)  -0.83

## Properties
LUMO level: 1.012 eV
2S+1: 1
SMILES: N/C=N\CCCN
Frontier orbital gap: 9.819 eV


*c*
An isolated molecule of C4H11N3. Source: OMol25; level of theory: the ωB97M-V functional and the def2-TZVPD basis.

Last column: natural (NBO) charge in e.
Positions of all 18 atoms, in Å:
C (-1.53, 0.89, -0.67)  0.59
H (0.07, 1.79, -0.35)  0.41
H (0.86, -0.44, -1.67)  0.18
H (2.53, 0.45, 0.31)  0.20
H (0.80, 0.18, 2.14)  0.22
H (-3.17, 1.72, -0.09)  0.35
C (0.67, -0.36, -0.59)  -0.22
H (2.37, -0.79, 2.42)  0.21
C (1.48, -0.62, 1.80)  -0.61
H (2.50, -1.27, 0.04)  0.21
N (-0.20, 0.81, -0.41)  -0.64
C (1.86, -0.43, 0.33)  -0.41
N (-2.17, -0.30, -1.14)  -0.85
H (-0.04, -1.16, -0.33)  0.21
N (-2.19, 1.90, -0.25)  -0.82
H (0.85, -1.52, 1.88)  0.20
H (-1.64, -0.81, -1.84)  0.37
H (-3.05, -0.03, -1.57)  0.38

## Properties
LUMO level: 0.881 eV
2S+1: 1
SMILES: [H]/N=C(\N)NCCC
Frontier orbital gap: 9.180 eV


*d*
A cluster of 2 separate species, C4H11N3 in total. Source: OMol25; level of theory: the ωB97M-V functional and the def2-TZVPD basis.

Last column: natural (NBO) charge in e.
Positions of all 18 atoms, in Å:
H (0.18, 0.76, 2.62)  0.20
H (-3.14, 0.29, -1.56)  0.35
C (0.74, 0.93, 1.70)  -0.42
H (2.82, 0.29, 0.09)  0.17
C (-1.50, 0.19, -2.12)  0.19
H (-0.51, 0.18, -2.58)  0.18
H (1.31, 0.34, -0.85)  0.19
H (0.11, 1.50, 1.01)  0.20
H (2.08, -1.21, -0.51)  0.20
N (-1.70, -0.02, -0.73)  -0.54
N (1.04, -0.36, 1.09)  -0.62
H (1.50, -0.96, 1.76)  0.36
H (-0.90, -1.87, -0.29)  0.15
C (1.87, -0.23, -0.10)  -0.42
H (1.63, 1.52, 1.94)  0.17
N (-2.61, 0.46, -2.64)  -0.57
H (-1.61, -0.87, 1.10)  0.18
C (-1.33, -0.94, 0.06)  0.03

## Properties
LUMO level: 0.878 eV
2S+1: 1
SMILES: [H]/N=C\N=C.CNC
Frontier orbital gap: 9.987 eV


The structure with the most favorable energy is *c*; the runner-up is 0.0075 hartree above it.


*a*
An isolated molecule of H3NO2S. Source: OMol25; level of theory: the ωB97M-V functional and the def2-TZVPD basis.

Last column: natural (NBO) charge in e.
Positions of all 7 atoms, in Å:
N (0.34, -0.30, 0.32)  -1.05
H (0.47, -0.92, 1.09)  0.42
S (-1.21, 0.08, -0.14)  2.14
H (0.86, 0.47, 0.46)  0.39
O (-2.10, -0.90, 0.35)  -0.95
H (-1.31, -0.20, -1.61)  -0.03
O (-1.56, 1.46, -0.05)  -0.92

## Properties
LUMO level: 0.542 eV
2S+1: 1
SMILES: N[SH](=O)=O
Frontier orbital gap: 11.946 eV


*b*
A cluster of 2 separate species, H3NO2S in total. Source: OMol25; level of theory: the ωB97M-V functional and the def2-TZVPD basis.

Last column: natural (NBO) charge in e.
Positions of all 7 atoms, in Å:
H (-1.78, -0.41, -2.27)  -0.01
O (1.51, 1.23, -0.14)  -0.87
S (0.74, 0.03, -0.38)  1.94
O (1.49, -1.19, -0.52)  -0.84
H (-1.11, -0.62, 0.83)  0.40
H (-0.50, 0.91, 1.54)  0.44
N (-0.35, 0.05, 0.94)  -1.06

## Properties
LUMO level (alpha / beta): -2.275 / -0.389 eV
2S+1: 1
Frontier orbital gap (alpha / beta): 8.916 / 9.553 eV


The structure with the most favorable energy is *a*; the runner-up is 0.1178 hartree above it.


*a*
An isolated molecule of C5H6S2. Source: OMol25; level of theory: the ωB97M-V functional and the def2-TZVPD basis.

Last column: natural (NBO) charge in e.
Positions of all 13 atoms, in Å:
S (2.19, 1.41, 0.38)  0.18
H (-0.60, 2.03, 0.70)  0.22
H (2.66, -2.43, 0.18)  0.24
H (0.24, -1.76, 0.45)  0.21
H (-0.81, 0.11, -1.72)  0.23
C (2.30, -1.43, 0.12)  -0.41
C (-0.24, 0.78, -1.00)  -0.43
C (0.74, 0.44, 0.08)  -0.24
C (-0.56, 0.98, 0.47)  -0.42
C (1.01, -1.12, 0.39)  -0.19
S (3.28, -0.17, -0.39)  0.18
H (-1.34, 0.33, 0.94)  0.23
H (0.05, 1.58, -1.57)  0.22

## Properties
LUMO level: 0.465 eV
2S+1: 1
SMILES: C1=CC2(CC2)SS1
Frontier orbital gap: 8.339 eV


*b*
An isolated molecule of C5H6S2. Source: OMol25; level of theory: the ωB97M-V functional and the def2-TZVPD basis.

Last column: natural (NBO) charge in e.
Positions of all 13 atoms, in Å:
H (-0.23, -1.22, -1.28)  0.23
C (-0.24, -1.15, -0.16)  -0.55
H (0.25, 2.42, 0.42)  0.22
S (-2.57, 0.01, 1.16)  0.12
C (-1.20, -0.05, 0.02)  -0.26
H (2.29, 0.95, 0.71)  0.21
S (-2.73, 0.10, -0.91)  0.10
C (1.14, -0.78, 0.30)  -0.18
H (0.34, 1.48, -1.24)  0.21
C (0.39, 1.54, -0.18)  -0.33
C (1.36, 0.54, 0.35)  -0.24
H (1.86, -1.62, 0.65)  0.23
H (-0.68, -2.22, 0.17)  0.23

## Properties
LUMO level: 0.055 eV
2S+1: 1
Frontier orbital gap: 8.339 eV


The structure with the most favorable energy is *a*; the runner-up is 0.0581 hartree above it.


*a*
An isolated molecule of C5H6S2. Source: OMol25; level of theory: the ωB97M-V functional and the def2-TZVPD basis.

Last column: natural (NBO) charge in e.
Positions of all 13 atoms, in Å:
H (0.88, 1.52, -1.29)  0.26
C (0.43, -0.27, 2.36)  -0.44
C (0.21, -0.15, 1.07)  -0.09
H (-1.77, -0.47, -1.77)  0.23
C (0.42, 0.40, -1.34)  -0.31
H (1.37, -0.85, 2.71)  0.20
C (-1.12, 0.47, -1.32)  -0.52
H (-0.01, -1.37, -0.24)  0.23
H (0.14, 0.26, 3.15)  0.21
H (-1.62, 1.23, -1.83)  0.22
S (-1.26, 0.73, 0.52)  0.22
S (1.69, -0.92, -1.68)  0.22
C (0.64, -0.58, -0.32)  -0.44

## Properties
LUMO level: 0.497 eV
2S+1: 1
SMILES: C=C1SC[C@@H]2S[C@@H]12
Frontier orbital gap: 9.051 eV


*b*
An isolated molecule of C5H6S2. Source: OMol25; level of theory: the ωB97M-V functional and the def2-TZVPD basis.

Last column: natural (NBO) charge in e.
Positions of all 13 atoms, in Å:
C (0.35, -0.46, -0.23)  0.19
H (-0.74, 2.65, -0.98)  0.23
H (-0.35, 2.60, 0.79)  0.22
S (-3.57, -1.27, 0.09)  0.11
C (-2.51, -0.10, 0.01)  -0.48
S (-2.46, 1.52, 0.30)  0.34
H (1.89, -1.82, -0.08)  0.23
H (0.54, -2.10, 0.81)  0.25
C (0.45, 0.80, -0.19)  -0.35
H (0.60, -2.53, -0.89)  0.25
H (1.36, 1.31, -0.14)  0.21
C (0.86, -1.74, -0.16)  -0.73
C (-0.59, 1.96, -0.11)  -0.47

## Properties
LUMO level (alpha / beta): 0.246 / -0.322 eV
2S+1: 1
Frontier orbital gap (alpha / beta): 7.576 / 7.311 eV


*c*
An isolated molecule of C5H6S2. Source: OMol25; level of theory: the ωB97M-V functional and the def2-TZVPD basis.

Last column: natural (NBO) charge in e.
Positions of all 13 atoms, in Å:
C (0.97, 0.27, 0.05)  -0.17
C (-0.24, 0.81, 0.38)  -0.50
C (-0.70, -1.69, -0.05)  -0.65
H (1.49, 2.19, -0.42)  0.18
H (-1.06, -2.07, 0.91)  0.24
C (1.87, 1.02, -0.36)  -0.37
H (-1.15, -2.23, -0.99)  0.26
H (2.98, 0.97, -0.52)  0.23
H (-0.47, 0.88, 1.41)  0.25
H (-0.41, 1.68, -0.11)  0.24
S (-2.99, -0.09, -0.15)  0.08
S (1.08, -1.52, -0.02)  0.25
C (-1.37, -0.24, -0.14)  -0.03

## Properties
LUMO level: -0.458 eV
2S+1: 1
SMILES: C=C1CC(=S)CS1
Frontier orbital gap: 8.086 eV


The structure with the most favorable energy is *c*; the runner-up is 0.0734 hartree above it.


*a*
An isolated molecule of C6H6O3. Source: OMol25; level of theory: the ωB97M-V functional and the def2-TZVPD basis.

Last column: natural (NBO) charge in e.
Positions of all 15 atoms, in Å:
H (0.45, -1.12, -2.12)  0.20
O (-1.08, -0.25, -1.23)  -0.51
H (0.00, -2.10, -0.63)  0.16
O (0.85, 2.30, -0.32)  -0.48
C (0.76, -0.18, 0.02)  0.07
O (2.15, -0.40, 0.01)  -0.71
H (2.66, 0.40, 0.27)  0.49
H (-1.99, 1.57, -0.37)  0.23
C (-0.05, -0.48, 1.28)  -0.18
C (-1.12, 0.88, -0.23)  -0.09
H (0.21, -1.39, 1.86)  0.24
C (-1.14, 0.20, 1.07)  -0.20
C (0.30, 1.29, -0.24)  0.59
H (-2.04, 0.28, 1.69)  0.22
C (0.04, -1.00, -1.06)  -0.06

## Properties
LUMO level: 0.797 eV
2S+1: 1
SMILES: O=C1[C@@H]2C=C[C@@]1(O)CO2
Frontier orbital gap: 10.097 eV


*b*
An isolated molecule of C6H6O3. Source: OMol25; level of theory: the ωB97M-V functional and the def2-TZVPD basis.

Last column: natural (NBO) charge in e.
Positions of all 15 atoms, in Å:
H (3.08, -0.05, -0.79)  0.23
H (-0.04, 3.07, -0.13)  0.20
C (-1.32, -0.08, 0.01)  0.43
O (0.00, -2.09, -0.06)  -0.64
O (-2.33, -0.82, 0.10)  -0.64
C (-0.01, -0.80, -0.04)  0.18
C (2.54, -0.47, 0.02)  -0.66
O (1.04, 1.32, 0.06)  -0.42
H (-0.92, -2.29, -0.20)  0.51
C (-0.13, 1.96, -0.07)  0.21
H (-2.32, 1.88, -0.22)  0.25
C (-1.37, 1.37, -0.01)  -0.38
C (1.11, -0.02, 0.04)  0.27
H (2.56, -1.57, -0.10)  0.24
H (3.04, -0.08, 0.89)  0.23

## Properties
LUMO level: 0.665 eV
2S+1: 1
SMILES: Cc1occc(=O)c1O
Frontier orbital gap: 9.340 eV


The structure with the most favorable energy is *b*; the runner-up is 0.0736 hartree above it.